[1]
Here is 2 unconnected molecules or ions with the total composition C3H9NO2 from the OMol25 dataset. Energies are from ωB97M-V with the def2-TZVPD basis set.

```
15
Properties=species:S:1:pos:R:3:forces:R:3
C -0.167 0.608 -2.906 -1.37 -0.88 0.56
C 0.139 0.223 -1.470 1.53 0.16 -0.12
O 1.259 -0.103 -1.140 0.07 0.01 0.25
O -0.893 0.221 -0.649 -1.75 0.32 -1.51
H -1.238 0.839 -2.911 0.23 0.15 -0.49
H -0.006 -0.316 -3.472 -0.03 0.26 -0.12
H 0.422 1.401 -3.353 0.20 0.03 0.44
H -0.710 0.217 0.300 1.23 0.13 0.67
C -0.170 -0.840 2.441 0.53 -0.65 -0.56
N 0.397 0.319 1.703 -0.44 -0.59 1.49
H 0.563 -1.531 2.883 0.15 0.61 0.36
H -0.609 -1.495 1.697 -0.73 0.00 -0.04
H -0.886 -0.524 3.194 -0.11 -0.04 -0.13
H 0.656 0.997 2.411 0.14 0.24 -0.30
H 1.242 -0.016 1.272 0.36 0.23 -0.49
```
Positions in Å, forces in eV/Å.

Results
Frontier orbital gap, eV: 10.81
LUMO energy, eV: 0.925
SMILES: CC(=O)O.CN
Energy above the lowest of the compared OMol25 structures with the same formula, charge and spin, kJ/mol: 68.28
F_max, eV/A: 2.33
Net charge: 0

Atom charges from the Mulliken analysis, given in e for atoms 1 to 6: -0.91, 0.70, -0.58, -0.47, 0.28, 0.24

[2]
Here is a single C4H6N2OS molecule from the OMol25 dataset. Energies are from ωB97M-V with the def2-TZVPD basis set.

```
14
Properties=species:S:1:pos:R:3:forces:R:3
C 0.021 2.557 -0.025 0.55 -0.84 0.50
C 0.085 1.361 0.057 -0.18 0.36 -0.56
C 0.005 -0.058 0.156 -0.36 0.16 0.38
N -1.101 -0.702 0.238 0.21 -0.51 -0.74
O -2.188 0.067 -0.083 -0.33 0.89 0.10
C -3.357 -0.725 -0.193 -0.42 0.71 1.51
N 1.151 -0.811 0.369 0.36 -0.76 0.01
S 2.708 -0.490 -0.273 -0.47 0.37 1.02
H 0.194 3.578 0.136 -0.20 0.78 -0.24
H -4.154 -0.079 -0.563 0.32 0.09 -0.34
H -3.170 -1.543 -0.852 -0.10 -0.77 -0.31
H -3.713 -1.011 0.823 0.42 -0.38 -0.63
H 0.861 -1.789 0.365 0.54 0.21 0.10
H 3.295 -0.072 0.907 -0.35 -0.28 -0.79
```
Positions in Å, forces in eV/Å.

Results
Frontier orbital gap, eV: 9.16
LUMO energy, eV: 0.738
SMILES: C#C/C(=N\OC)NS
Energy above the lowest of the compared OMol25 structures with the same formula, charge and spin, kJ/mol: 559.86
F_max, eV/A: 1.72
Net charge: 0

Atom charges from the Mulliken analysis, given in e for atoms 1 to 6: 0.20, -0.47, 0.23, -0.48, -0.14, -0.50

[3]
Here is 2 unconnected molecules or ions with the total composition C5H5BrO2 from the OMol25 dataset. Energies are from ωB97M-V with the def2-TZVPD basis set.

```
13
Properties=species:S:1:pos:R:3:forces:R:3
O -1.629 1.462 0.299 0.11 -0.34 0.45
C -1.453 0.335 0.119 -0.52 0.67 -0.99
C -1.249 -0.891 -0.289 1.01 -3.27 2.41
C -1.378 -1.429 -1.643 -0.62 2.16 0.22
O -2.168 -1.023 -2.445 -0.54 0.02 -0.76
H -0.939 -1.731 0.467 -0.41 2.17 -1.15
H -0.613 -2.111 -1.909 0.85 -1.44 -0.24
C 1.882 0.892 0.198 0.79 1.37 0.66
C 1.343 1.065 1.402 -1.54 1.25 -0.39
Br 1.011 -0.376 2.626 0.06 0.54 -0.42
H 2.178 1.841 -0.345 -0.74 -1.47 0.28
H 2.227 -0.080 -0.117 0.20 0.01 -0.23
H 0.789 2.046 1.637 1.34 -1.66 0.15
```
Positions in Å, forces in eV/Å.

Results
Frontier orbital gap, eV: 10.01
LUMO energy, eV: 0.252
SMILES: O=C=CC=O.C=CBr
Energy above the lowest of the compared OMol25 structures with the same formula, charge and spin, kJ/mol: 188.91
F_max, eV/A: 4.18
Net charge: 0

Atom charges from the Mulliken analysis, given in e for atoms 1 to 6: -0.33, 0.64, -0.43, -0.03, -0.47, 0.27

[4]
Here is a single C6H14N2O2 molecule from the OMol25 dataset. Energies are from ωB97M-V with the def2-TZVPD basis set.

```
24
Properties=species:S:1:pos:R:3:forces:R:3
C -0.578 1.475 1.717 -0.32 -0.04 -0.55
N -0.514 0.058 1.390 -1.77 -1.10 -0.86
C -0.852 -0.428 -0.057 0.06 1.34 1.86
C -2.098 0.202 -0.656 0.11 -0.07 0.18
C 0.410 -0.141 -0.858 0.97 -0.11 1.23
C 0.801 -1.310 -1.767 0.04 0.20 0.25
O 0.316 1.049 -1.598 -0.02 -0.05 0.08
C 1.577 0.081 0.244 1.05 -1.02 -2.37
N 1.884 -0.942 1.088 -0.09 0.36 -0.80
O 2.372 0.977 -0.010 -0.33 0.19 0.54
H -0.280 1.612 2.757 0.09 -0.01 -0.08
H -1.574 1.908 1.584 -0.04 0.11 0.01
H 0.111 2.011 1.067 0.06 0.19 0.10
H -1.130 -0.455 2.015 0.00 0.14 -0.02
H -0.988 -1.508 0.057 0.06 0.12 -0.05
H -1.945 1.265 -0.819 0.00 0.05 0.02
H -2.312 -0.247 -1.623 -0.11 -0.05 -0.09
H -2.948 0.060 0.010 -0.10 -0.06 -0.05
H 0.867 -2.245 -1.215 0.09 -0.01 0.11
H 1.769 -1.099 -2.220 -0.03 -0.06 -0.15
H 0.043 -1.439 -2.538 0.00 0.13 -0.15
H 1.172 1.499 -1.478 -0.05 -0.08 0.11
H 2.803 -0.898 1.503 -0.36 -0.25 0.28
H 1.094 -1.485 1.408 0.72 0.09 0.41
```
Positions in Å, forces in eV/Å.

Results
Frontier orbital gap, eV: 9.63
LUMO energy, eV: 0.769
SMILES: CN[C@@H](C)[C@@](C)(O)C(N)=O
Energy above the lowest of the compared OMol25 structures with the same formula, charge and spin, kJ/mol: 147.40
F_max, eV/A: 2.78
Net charge: 0

Atom charges from the Mulliken analysis, given in e for atoms 1 to 6: -0.93, -0.38, -0.01, -1.74, 1.37, -1.79

[5]
Here is a molecular structure, C26H35MnN4OS2Si from the OMol25 dataset. Energies are from ωB97M-V with the def2-TZVPD basis set.

```
70
Properties=species:S:1:pos:R:3:forces:R:3
Mn -0.666 0.826 -0.012 -0.17 -0.22 0.29
C -0.445 0.209 -3.153 0.08 -0.13 -0.09
N -1.187 -0.711 -2.271 0.12 0.04 0.02
C -0.701 -2.089 -2.464 0.01 0.04 0.07
C 1.150 -1.593 -0.688 -0.16 -0.10 -0.36
N 1.201 0.376 0.789 0.15 -0.41 -0.19
C 2.337 1.273 0.540 -0.11 0.00 0.07
C 1.161 -0.320 2.069 0.00 0.07 -0.20
C 2.314 -0.530 2.807 0.07 0.03 0.01
C 2.251 -1.270 3.983 0.07 0.04 -0.01
C 1.041 -1.800 4.398 -0.11 -0.03 -0.01
C -0.111 -1.582 3.652 -0.03 0.00 0.04
C -0.069 -0.826 2.484 -0.07 0.01 0.00
S -1.569 -0.503 1.594 0.04 0.10 -0.08
C -2.600 -0.588 -2.524 0.06 -0.08 -0.08
C -3.260 -1.391 -3.446 0.01 -0.09 -0.04
C -4.625 -1.258 -3.662 -0.01 -0.02 -0.02
C -5.348 -0.301 -2.969 -0.01 0.04 0.05
C -4.692 0.527 -2.070 -0.11 0.03 -0.03
C -3.324 0.396 -1.855 -0.05 0.17 0.10
S -2.539 1.599 -0.839 -0.52 0.12 -0.14
H -0.629 -0.028 -4.206 0.01 -0.01 -0.05
H 0.622 0.118 -2.952 0.00 0.01 -0.03
H -0.756 1.233 -2.967 -0.02 0.09 -0.02
H -0.424 -2.202 -3.518 -0.04 -0.02 -0.01
H -1.529 -2.768 -2.286 -0.09 0.00 0.03
H 2.069 -1.941 -0.217 0.00 -0.02 0.04
H 0.041 -3.273 -0.843 0.06 0.03 -0.04
H 3.236 0.694 0.330 0.06 -0.05 0.01
H 2.501 1.903 1.409 -0.01 0.05 0.04
H 2.117 1.897 -0.318 -0.04 0.06 -0.13
H 3.266 -0.128 2.480 -0.07 -0.04 0.00
H 3.152 -1.430 4.563 -0.07 0.01 -0.05
H 0.988 -2.383 5.310 -0.02 0.04 -0.07
H -1.064 -1.983 3.978 0.08 0.01 0.01
H -2.714 -2.137 -4.011 -0.02 0.05 0.06
H -5.119 -1.909 -4.375 0.03 0.05 0.04
H -6.413 -0.194 -3.127 0.06 -0.01 0.02
H -5.235 1.295 -1.532 0.01 -0.05 -0.02
N -0.367 2.764 0.762 0.07 0.19 0.14
C -0.223 3.431 1.696 0.02 0.39 0.27
N -0.102 4.220 2.730 -0.03 -0.17 -0.11
C 0.996 5.203 2.836 -0.11 -0.14 -0.02
C 0.453 6.433 3.532 -0.12 -0.05 0.12
O -0.131 6.088 4.775 -0.01 -0.03 -0.05
C -1.246 5.227 4.609 0.12 0.14 -0.05
C -0.812 3.915 3.993 0.12 0.00 -0.15
H 1.359 5.448 1.840 -0.01 -0.02 -0.06
H 1.808 4.771 3.423 0.05 -0.06 0.02
H -0.283 6.928 2.891 -0.05 0.04 -0.02
H 1.266 7.124 3.737 0.03 0.08 0.05
H -1.999 5.703 3.974 -0.06 0.05 -0.02
H -1.670 5.050 5.592 -0.01 0.03 0.09
H -1.664 3.273 3.783 -0.03 -0.03 -0.07
H -0.127 3.397 4.665 0.05 -0.06 0.03
C 0.978 -5.420 -2.451 -0.10 -0.22 -0.05
Si 1.677 -3.703 -2.544 0.04 0.01 0.09
C 3.350 -3.643 -1.728 0.21 -0.04 0.11
C 1.829 -3.126 -4.303 0.05 0.05 -0.25
C 0.469 -2.569 -1.578 -0.01 0.11 0.21
C 0.754 -0.395 -0.307 0.61 -0.21 0.51
H 1.583 -6.134 -3.020 -0.08 0.09 0.07
H -0.043 -5.459 -2.848 0.11 -0.03 0.05
H 0.948 -5.761 -1.410 -0.02 -0.01 -0.10
H 4.008 -4.383 -2.198 -0.05 0.10 0.06
H 3.305 -3.886 -0.660 0.02 0.02 -0.11
H 3.823 -2.661 -1.841 -0.02 -0.11 0.03
H 2.626 -3.696 -4.794 -0.08 0.08 0.01
H 2.095 -2.065 -4.363 -0.02 -0.08 -0.02
H 0.911 -3.284 -4.878 0.13 0.02 0.02
```
Positions in Å, forces in eV/Å.

Results
Frontier orbital gap (alpha / beta), eV: 5.87 / 7.57
LUMO energy (alpha / beta), eV: -4.534 / -3.114
Energy above the lowest of the compared OMol25 structures with the same formula, charge and spin, kJ/mol: 117.55
⟨S²⟩: 4.2245
F_max, eV/A: 0.82
Multiplicity: 4
Net charge: +1

Atom charges from the Mulliken analysis, given in e for atoms 1 to 6: -0.19, -1.34, 0.92, -1.91, 0.53, 2.06

[6]
Here is a molecular structure, C2H8KN4O2 from the OMol25 dataset. Energies are from ωB97M-V with the def2-TZVPD basis set.

```
17
Properties=species:S:1:pos:R:3:forces:R:3
K 5.904 -7.652 21.041 -0.39 0.36 -0.17
C 5.765 -3.718 21.075 -0.55 -2.73 -0.92
O 5.719 -4.934 20.986 0.56 -2.39 0.55
N 5.291 -2.984 21.966 -3.42 3.55 6.72
N 6.245 -2.962 20.156 2.79 0.64 -4.22
H 5.367 -1.986 21.832 0.03 -0.28 0.60
H 4.897 -3.280 22.848 -0.05 -0.22 -0.39
H 6.692 -3.629 19.543 0.00 1.31 -1.49
H 5.763 -2.095 19.963 0.71 -0.30 -0.83
C 4.679 -9.025 18.027 -0.85 -0.86 6.50
O 4.201 -8.962 19.186 0.18 0.34 -0.60
N 5.933 -9.377 17.875 2.92 -0.22 -0.45
N 4.045 -8.904 16.942 -2.96 1.21 -5.04
H 6.274 -9.836 18.708 0.48 -0.18 -0.57
H 6.036 -9.777 16.954 1.14 -0.52 0.51
H 4.615 -8.610 16.161 -0.67 -0.37 -0.40
H 3.097 -9.224 16.804 0.08 0.65 0.20
```
Positions in Å, forces in eV/Å.

Results
Frontier orbital gap, eV: 10.14
LUMO energy, eV: -3.056
Energy above the lowest of the compared OMol25 structures with the same formula, charge and spin, kJ/mol: 180.18
F_max, eV/A: 8.34
Net charge: +1

Atom charges from the Mulliken analysis, given in e for atoms 1 to 6: 0.97, 0.55, -0.61, -0.33, -0.45, 0.17